Computed, not measured: C32H31CdN4OP as an isolated structure, with ωB97M-V with the def2-TZVPD basis set.

The geometry in ORCA input format:
```
! wB97M-V def2-TZVPD RIJCOSX def2/J DEFGRID3
* xyz 0 1
Cd -0.2293 0.0233 0.5161
N 1.2042 1.7444 0.4085
C 2.2067 1.8993 1.4731
C 1.6429 1.3511 2.7786
N 1.1865 -0.0155 2.6067
C 2.1617 -1.0872 2.7641
C 2.9491 -1.3823 1.4850
N 2.0456 -1.5567 0.3471
H 1.5818 2.0288 -0.4867
H 0.3965 2.3308 0.6056
H 2.5020 2.9408 1.6447
H 3.1040 1.3534 1.1827
H 0.7670 1.9534 3.0288
H 2.3825 1.4574 3.5835
H 0.4085 -0.1836 3.2310
H 1.6108 -1.9911 3.0325
H 2.8749 -0.8731 3.5716
H 3.5705 -2.2639 1.6828
H 3.6207 -0.5563 1.2543
H 1.5368 -2.4308 0.4242
H 2.5685 -1.5838 -0.5189
O -1.3953 -2.6634 0.9299
C -1.1100 -1.9217 -0.0027
C -1.4806 -2.3523 -1.3935
C -1.6246 -3.7213 -1.6371
C -1.9456 -4.1891 -2.8950
C -2.1667 -3.2859 -3.9284
C -2.0246 -1.9288 -3.7018
C -1.6415 -1.4456 -2.4496
P -1.4511 0.3704 -2.1574
C -0.7809 0.9595 -3.7567
C 0.2041 0.2022 -4.3984
C 0.8308 0.6746 -5.5399
C 0.5068 1.9233 -6.0515
C -0.4238 2.7086 -5.3900
C -1.0488 2.2393 -4.2434
C -3.2423 0.7794 -2.1210
C -3.9220 0.3234 -0.9881
C -5.2662 0.5979 -0.8119
C -5.9533 1.3465 -1.7587
C -5.2899 1.7949 -2.8885
C -3.9428 1.5098 -3.0740
H -1.4857 -4.4020 -0.8062
H -2.0443 -5.2527 -3.0737
H -2.4496 -3.6389 -4.9122
H -2.2097 -1.2306 -4.5079
H 0.4779 -0.7673 -4.0031
H 1.5770 0.0650 -6.0342
H 0.9818 2.2862 -6.9536
H -0.6619 3.6963 -5.7650
H -1.7473 2.8809 -3.7231
H -3.3874 -0.2423 -0.2348
H -5.7782 0.2285 0.0677
H -7.0022 1.5756 -1.6190
H -5.8189 2.3722 -3.6368
H -3.4591 1.8540 -3.9774
N -5.6886 7.2697 -2.5686
C -5.1150 6.4601 -1.9865
C -4.3820 5.4613 -1.2761
C -3.0446 5.2313 -1.6099
C -2.3213 4.2742 -0.9312
C -2.9143 3.5159 0.0888
C -4.2517 3.7574 0.4166
C -4.9770 4.7214 -0.2537
C -2.1497 2.4940 0.7208
C -1.5262 1.5956 1.2664
H -2.5910 5.8134 -2.4021
H -1.2821 4.0904 -1.1738
H -4.7075 3.1682 1.2006
H -6.0102 4.9118 0.0043
*
```

## Properties
- Kohn-Sham gap: 0.26273 Eh